Molecular formula: C35H71FNO32PS
Method: DFT, the ωB97M-V functional and the def2-TZVPD basis

Properties
orbital gap	9.6	eV
HOMO level	-0.3427	Eh
lowest unoccupied orbital energy	0.242	eV

Geometry as ORCA input:
```
! RIJCOSX wB97M-V def2-TZVPD def2/J DEFGRID3
* xyz 0 1
S 4.442 0.481 1.429
P 2.963 3.927 3.054
F -0.249 2.437 -1.032
O 3.939 1.875 -5.418
O -4.944 4.273 2.217
O -6.034 -6.659 7.219
O -4.697 -7.687 5.869
O -2.014 -0.130 -2.396
O -2.747 -7.831 1.611
O 9.332 6.854 -2.727
O -6.814 -4.218 -2.505
O -4.133 -0.511 -1.710
O -1.714 -5.779 -3.689
O -0.262 5.906 6.166
O 10.266 5.500 -1.327
O 4.296 4.463 3.820
O -5.128 -5.500 5.507
O 5.424 0.198 0.438
O 5.711 0.483 -5.268
O -2.519 -2.093 -1.656
O 4.219 -0.381 2.540
O -3.575 3.713 0.510
O -1.083 5.925 4.166
O 4.381 0.969 -3.508
O -1.144 -4.308 -5.301
O -4.233 5.766 0.681
O -6.655 -6.247 -3.482
O -0.507 -6.360 -5.505
O 3.074 0.759 0.677
O 11.355 7.399 -1.885
O -8.572 -5.250 -3.471
O -4.083 -9.457 2.087
O -4.669 -8.032 0.439
O 4.662 1.972 1.970
O -1.209 4.016 5.368
N 2.413 5.310 2.191
C -5.306 -10.169 1.857
C 9.360 8.070 -3.483
C -1.858 -3.293 -4.581
C 0.892 2.920 -0.390
C -1.169 -5.503 -4.728
C 1.052 2.201 0.945
C -0.459 -7.699 -5.003
C 5.368 4.125 -0.004
C -5.270 -6.517 6.136
C -5.266 -6.264 -3.121
C 4.245 2.049 -6.805
C -2.426 -6.653 0.856
C -3.003 -0.878 -1.901
C -9.378 -4.124 -3.110
C 5.190 0.114 -2.685
C -6.713 -5.464 7.618
C -0.886 5.169 5.248
C 10.412 6.657 -1.971
C -3.478 -3.032 -1.142
C 6.359 3.159 -0.663
C 11.362 5.159 -0.470
C 5.993 4.770 1.232
C -2.399 1.209 -2.721
C 0.037 5.201 7.377
C -3.843 -7.672 4.716
C 3.587 2.868 1.559
C 2.441 1.840 1.413
C 3.971 3.479 0.196
C -4.313 4.555 1.232
C 4.771 1.050 -4.776
C -1.711 5.223 3.091
C -3.572 2.366 1.003
C -4.982 6.774 1.370
C -3.905 -8.406 1.290
C -7.297 -5.151 -3.096
H 12.281 5.064 -1.045
H 0.497 1.262 0.839
H -3.180 -5.883 1.011
H -2.926 -3.958 -1.007
H -5.154 -6.220 -2.043
H -8.999 -3.216 -3.576
H -2.695 4.861 3.385
H 3.494 2.735 -7.184
H -3.150 2.322 2.007
H -4.582 1.963 1.014
H -6.040 6.520 1.386
H -1.506 1.702 -3.087
H -9.394 -3.996 -2.029
H -10.374 -4.350 -3.479
H -4.820 7.689 0.810
H 0.726 3.995 -0.268
H 4.756 0.152 -1.694
H -4.620 6.886 2.391
H 5.465 5.688 1.517
H 0.693 4.357 7.172
H 5.902 2.683 -1.535
H 6.034 4.091 2.085
H 2.297 1.451 2.432
H -0.878 4.846 7.847
H -3.879 -2.686 -0.191
H 0.576 2.743 1.766
H -2.915 -3.550 -4.512
H -1.467 -6.314 1.237
H -2.342 -6.884 -0.205
H 4.189 1.098 -7.332
H 9.422 8.931 -2.821
H -1.090 4.384 2.787
H 2.494 5.243 1.187
H 3.207 4.193 -0.121
H -3.454 -8.679 4.615
H -4.415 -7.393 3.835
H 5.215 4.939 -0.723
H 5.179 -0.906 -3.064
H 0.536 5.922 8.016
H -7.378 -5.120 6.829
H 7.021 5.067 1.004
H 10.206 8.075 -4.166
H 8.427 8.086 -4.039
H 1.736 2.735 -1.056
H 7.217 3.724 -1.041
H 0.105 -8.264 -5.737
H -2.960 1.792 0.315
H -4.737 -5.435 -3.589
H 11.095 4.205 -0.027
H -4.293 -3.190 -1.843
H 2.859 6.176 2.473
H 3.906 2.656 -0.525
H -3.027 -6.966 4.860
H -5.298 -10.994 2.562
H -4.874 -7.206 -3.491
H 4.742 5.204 3.390
H 0.042 -7.728 -4.037
H 6.719 2.399 0.031
H -1.445 -3.159 -3.586
H 5.240 2.473 -6.928
H -5.343 -10.545 0.836
H -5.999 -4.679 7.858
H 11.491 5.913 0.304
H -6.163 -9.524 2.041
H -1.464 -8.106 -4.904
H -1.794 5.930 2.270
H -7.284 -5.737 8.501
H -2.762 1.730 -1.839
H 6.215 0.480 -2.649
H -3.168 1.214 -3.492
H -1.735 -2.383 -5.160
*
```